Below is C22H14F5N2ORhS2Se5 as an isolated structure, with properties calculated with ωB97M-V with the def2-TZVPD basis set.

Output
relative energy (zero: lowest compared OMol25 entry of this formula, charge and spin) = 5.0 kcal/mol
Kohn-Sham gap (spin up / spin down) = 6.090 / 5.644 eV

ORCA input file:
```
! RIJCOSX wB97M-V def2-TZVPD def2/J DEFGRID3
* xyz -2 5
Rh 1.849 -1.181 0.915
C 0.484 -3.664 -1.223
C -0.211 -2.675 -0.342
N 0.133 -2.603 0.918
N -0.823 -2.208 1.804
C -0.537 -1.417 2.764
S 0.960 -0.594 3.026
S -1.832 -1.196 3.981
C -3.036 -0.217 2.990
C -2.948 1.256 3.257
C -1.935 2.028 2.691
C -1.878 3.392 2.935
C -2.825 4.003 3.746
C -3.833 3.242 4.318
C -3.888 1.876 4.077
C -1.253 -1.825 -0.875
C -2.190 -2.245 -1.824
C -3.166 -1.393 -2.294
C -3.193 -0.070 -1.835
C -2.255 0.394 -0.948
C -1.221 -0.452 -0.451
O -0.286 0.020 0.282
H 1.155 -4.293 -0.644
H 1.047 -3.156 -2.010
H -0.272 -4.293 -1.700
H -4.020 -0.603 3.255
H -2.826 -0.457 1.949
H -1.201 1.563 2.042
H -1.090 3.980 2.479
H -2.777 5.070 3.933
H -4.583 3.712 4.945
H -4.673 1.277 4.527
H -2.173 -3.277 -2.159
H -3.909 -1.745 -3.000
H -3.961 0.607 -2.197
H -2.253 1.423 -0.610
Se 3.466 -2.731 0.083
Se 3.893 -4.217 1.673
Se 5.077 0.015 2.658
Se 3.427 0.536 1.279
F 6.198 1.905 -5.332
C 5.201 1.469 -4.541
C 5.459 0.594 -3.502
F 6.716 0.170 -3.307
C 4.429 0.157 -2.691
F 4.740 -0.705 -1.731
C 3.100 0.562 -2.862
Se 1.655 0.122 -1.727
C 2.885 1.419 -3.948
F 1.641 1.837 -4.223
C 3.900 1.874 -4.763
F 3.635 2.711 -5.784
*
```

=====

Below is C22H15ClEuN8O2S2Se2 as an isolated structure, with properties calculated with ωB97M-V with the def2-TZVPD basis set.

Output
relative energy (zero: lowest compared OMol25 entry of this formula, charge and spin) = 0.0 kcal/mol
Kohn-Sham gap (spin up / spin down) = 6.569 / 6.903 eV

ORCA input file:
```
! RIJCOSX wB97M-V def2-TZVPD def2/J DEFGRID3
* xyz -1 7
Eu -0.067 0.114 0.086
N 2.374 -2.587 -0.859
C 2.795 -1.337 -1.189
N 2.344 -0.238 -0.643
C 2.999 0.885 -1.141
C 3.900 0.633 -2.119
S 4.015 -1.062 -2.396
C 2.564 2.163 -0.610
C 3.184 3.369 -0.697
S 2.226 4.575 0.102
C 1.053 3.372 0.517
N 1.363 2.164 0.093
N -0.043 3.689 1.219
H 1.563 -2.653 -0.259
H 2.438 -3.301 -1.569
H 4.468 1.335 -2.685
H 4.103 3.580 -1.212
H -0.217 4.651 1.442
H -0.775 2.974 1.366
N 1.122 -1.098 1.919
C 0.687 -2.130 2.268
N 0.276 -3.222 2.749
C -0.339 -4.174 2.092
N -0.926 -5.082 1.672
Cl -3.856 -4.742 -5.793
C -2.980 -3.854 -4.602
C -2.674 -4.457 -3.391
C -1.936 -3.761 -2.468
C -1.494 -2.493 -2.804
C -1.854 -1.860 -3.978
C -2.631 -2.544 -4.894
C -0.693 -1.763 -1.818
O -0.005 -0.773 -2.191
O -0.721 -2.138 -0.605
H -2.983 -5.491 -3.233
H -1.680 -4.189 -1.509
H -1.518 -0.848 -4.149
H -2.941 -2.112 -5.837
Se -3.138 2.296 -3.471
C -2.048 1.915 -2.115
N -1.379 1.652 -1.209
Se -2.071 0.969 1.990
C -1.175 1.713 3.514
C -1.800 2.758 4.180
C -1.166 3.430 5.229
C 0.121 3.060 5.610
C 0.774 2.042 4.934
C 0.121 1.337 3.923
H -2.780 3.080 3.850
H -1.682 4.258 5.707
H 0.627 3.585 6.398
H 1.797 1.768 5.180
H 0.659 0.543 3.409
*
```

=====

Below is C22H15ClN8O4RuS as an isolated structure, with properties calculated with ωB97M-V with the def2-TZVPD basis set.

Output
relative energy (zero: lowest compared OMol25 entry of this formula, charge and spin) = 29.8 kcal/mol
Kohn-Sham gap (spin up / spin down) = 7.291 / 7.066 eV

ORCA input file:
```
! RIJCOSX wB97M-V def2-TZVPD def2/J DEFGRID3
* xyz -1 2
Ru 0.094 0.584 2.040
O -2.240 -1.746 4.522
C -1.668 -0.885 3.864
O -0.404 -0.786 3.687
C -2.516 0.147 3.156
C -3.847 0.330 3.525
C -4.590 1.311 2.929
C -4.006 2.084 1.907
C -4.723 3.069 1.207
C -4.145 3.747 0.162
C -2.820 3.478 -0.197
C -2.081 2.544 0.490
C -2.653 1.822 1.551
N -1.919 0.874 2.216
H -4.252 -0.317 4.289
H -5.620 1.491 3.212
H -5.742 3.285 1.507
H -4.725 4.486 -0.377
H -2.351 3.995 -1.023
H -1.065 2.348 0.188
N 5.427 -1.523 -3.837
C 4.278 -0.932 -3.328
C 4.306 -0.303 -2.082
C 3.179 0.328 -1.597
C 2.013 0.320 -2.345
C 1.961 -0.298 -3.580
C 3.095 -0.917 -4.074
S 0.594 1.164 -1.710
O -0.498 1.034 -2.640
O 0.994 2.493 -1.336
N 0.262 0.392 -0.302
C -0.113 -0.891 -0.301
N -0.498 -1.298 0.935
C -0.951 -2.528 1.101
C -1.009 -3.408 0.034
C -0.539 -2.932 -1.185
N -0.092 -1.703 -1.372
H 6.097 -1.811 -3.142
H 5.281 -2.208 -4.557
H 5.211 -0.335 -1.488
H 3.187 0.817 -0.629
H 1.027 -0.303 -4.125
H 3.071 -1.412 -5.039
H -1.263 -2.809 2.100
H -1.386 -4.412 0.153
H -0.513 -3.576 -2.060
Cl 0.589 2.680 2.734
N 1.975 -0.023 1.934
C 2.706 -0.876 1.591
N 3.514 -1.792 1.319
C 4.314 -2.188 0.382
N 5.058 -2.609 -0.406
*
```

=====

Below is C22H15ClN8O4RuS as an isolated structure, with properties calculated with ωB97M-V with the def2-TZVPD basis set.

Output
relative energy (zero: lowest compared OMol25 entry of this formula, charge and spin) = 1.1 kcal/mol
Kohn-Sham gap (spin up / spin down) = 7.912 / 7.655 eV

ORCA input file:
```
! RIJCOSX wB97M-V def2-TZVPD def2/J DEFGRID3
* xyz -1 2
Ru -0.049 0.553 1.974
O 1.280 0.085 5.734
C 1.099 0.172 4.537
O -0.048 0.121 3.932
C 2.288 0.240 3.599
C 3.590 0.203 4.121
C 4.643 0.161 3.257
C 4.398 0.111 1.866
C 5.430 0.003 0.907
C 5.130 -0.075 -0.424
C 3.788 -0.054 -0.855
C 2.768 0.053 0.047
C 3.055 0.152 1.422
N 2.026 0.263 2.311
H 3.693 0.207 5.196
H 5.666 0.148 3.614
H 6.457 -0.020 1.250
H 5.924 -0.154 -1.156
H 3.560 -0.113 -1.910
H 1.739 0.087 -0.270
N -3.085 -1.797 -5.328
C -2.473 -0.941 -4.408
C -2.632 0.441 -4.509
C -2.008 1.287 -3.607
C -1.208 0.760 -2.611
C -1.031 -0.613 -2.508
C -1.662 -1.460 -3.397
S -0.414 1.820 -1.436
O 1.007 1.706 -1.620
O -1.019 3.118 -1.530
N -0.764 1.075 -0.026
C -2.046 1.164 0.418
N -2.045 0.863 1.737
C -3.169 0.857 2.425
C -4.356 1.157 1.775
C -4.272 1.444 0.421
N -3.141 1.453 -0.275
H -3.923 -1.424 -5.745
H -3.234 -2.732 -4.981
H -3.264 0.852 -5.288
H -2.159 2.357 -3.653
H -0.427 -1.022 -1.707
H -1.543 -2.533 -3.296
H -3.093 0.619 3.479
H -5.301 1.167 2.296
H -5.173 1.673 -0.139
Cl 0.262 2.803 2.475
N -0.224 -1.381 1.359
C -0.332 -2.487 1.011
N -0.356 -3.722 0.663
C -1.288 -4.110 -0.198
N -2.062 -4.532 -0.949
*
```

=====

Below is C22H15MnO4P as an isolated structure, with properties calculated with ωB97M-V with the def2-TZVPD basis set.

Output
Kohn-Sham gap (spin up / spin down) = 8.656 / 4.294 eV

ORCA input file:
```
! RIJCOSX wB97M-V def2-TZVPD def2/J DEFGRID3
* xyz 3 5
O 0.315 -2.750 -2.617
C 0.638 -1.631 -2.640
Mn 1.157 0.121 -2.433
O -3.864 -0.843 -5.239
C -3.303 -0.004 -4.708
C 2.165 0.077 -3.943
O 2.658 -0.015 -4.994
C 0.514 1.790 -2.744
O 0.056 2.842 -2.958
C -0.473 3.825 2.334
C 0.510 3.799 1.341
C 0.616 2.707 0.477
C -0.251 1.606 0.612
C -1.255 1.648 1.593
C -1.360 2.751 2.450
P 0.084 0.124 -0.436
C 1.563 -0.555 0.436
C 2.750 -0.597 -0.311
C 3.958 -0.897 0.309
C 3.987 -1.195 1.673
C 2.799 -1.184 2.422
C 1.582 -0.852 1.806
C -1.337 -0.980 -0.055
C -1.159 -2.231 0.547
C -2.269 -3.042 0.813
C -3.551 -2.636 0.436
C -3.725 -1.406 -0.208
C -2.627 -0.582 -0.455
H -0.545 4.676 3.013
H 1.205 4.631 1.237
H 1.383 2.703 -0.301
H -1.957 0.818 1.699
H -2.134 2.764 3.216
H 2.742 -0.369 -1.410
H 4.874 -0.894 -0.283
H 4.941 -1.424 2.144
H 2.829 -1.424 3.487
H 0.660 -0.812 2.399
H -0.158 -2.568 0.817
H -2.120 -4.001 1.310
H -4.412 -3.278 0.640
H -4.719 -1.091 -0.517
H -2.769 0.377 -0.958
*
```

=====

Below is C22H15N2O3Sr as an isolated structure, with properties calculated with ωB97M-V with the def2-TZVPD basis set.

Output
relative energy (zero: lowest compared OMol25 entry of this formula, charge and spin) = 20.9 kcal/mol
Kohn-Sham gap = 6.661 eV

ORCA input file:
```
! RIJCOSX wB97M-V def2-TZVPD def2/J DEFGRID3
* xyz -1 1
Sr -0.588 -0.875 -0.012
O 3.392 -0.335 -2.843
C 2.976 0.734 -3.587
C 3.736 1.142 -4.681
C 3.374 2.249 -5.428
C 2.243 2.971 -5.078
C 1.494 2.561 -3.988
C 1.825 1.441 -3.227
C 0.941 1.046 -2.077
O 0.851 -0.195 -1.806
N 0.350 2.044 -1.468
N -0.388 1.549 -0.382
C -1.134 2.403 0.205
C -1.953 2.161 1.395
C -2.898 3.154 1.678
C -3.742 3.092 2.770
C -3.619 2.001 3.629
C -2.689 1.013 3.398
C -1.823 1.034 2.277
O -0.963 0.093 2.080
H 4.215 -0.646 -3.225
H 4.628 0.578 -4.937
H 3.981 2.542 -6.276
H 1.947 3.841 -5.649
H 0.611 3.112 -3.694
H -1.178 3.413 -0.212
H -2.964 3.996 0.995
H -4.471 3.871 2.950
H -4.268 1.923 4.495
H -2.599 0.165 4.067
C -3.061 -1.408 -0.693
C -4.248 -1.127 -0.598
C -5.581 -0.616 -0.498
C -6.635 -1.108 -1.274
C -7.910 -0.577 -1.162
C -8.167 0.457 -0.273
C -7.129 0.955 0.506
C -5.854 0.427 0.400
H -6.436 -1.913 -1.970
H -8.708 -0.976 -1.777
H -9.163 0.873 -0.188
H -7.305 1.764 1.205
H -5.045 0.819 1.005
*
```

=====

Below is a 2-piece molecular cluster, C22H16Br2O4S2 overall, with properties calculated with ωB97M-V with the def2-TZVPD basis set.

Output
Kohn-Sham gap = 3.614 eV

ORCA input file:
```
! RIJCOSX wB97M-V def2-TZVPD def2/J DEFGRID3
* xyz 0 1
Br -5.869 3.126 -2.391
C -4.224 2.232 -2.199
C -4.166 0.829 -2.108
C -2.951 0.185 -1.857
C -1.720 0.896 -1.825
C -0.459 0.255 -1.592
C 0.744 0.867 -1.915
C 1.977 0.240 -1.920
C 3.213 0.938 -2.143
C 4.445 0.236 -2.209
C 5.662 0.904 -2.266
C 5.704 2.309 -2.289
Br 7.358 3.205 -2.339
C 4.500 3.027 -2.258
C 3.279 2.360 -2.187
C -1.809 2.309 -1.991
C -3.024 2.957 -2.201
H -5.086 0.257 -2.166
H -2.937 -0.897 -1.693
H -0.459 -0.812 -1.351
H 0.713 1.899 -2.278
H 2.031 -0.848 -1.798
H 4.402 -0.854 -2.210
H 6.582 0.334 -2.324
H 4.525 4.109 -2.311
H 2.371 2.961 -2.160
H -0.905 2.914 -1.926
H -3.044 4.036 -2.306
C -0.821 -3.393 5.426
C 0.044 -2.868 4.463
C -0.480 -2.296 3.309
C -1.847 -2.239 3.106
C -2.722 -2.750 4.061
C -2.208 -3.333 5.224
S -2.369 -1.444 1.575
O -2.999 -2.435 0.730
O -3.096 -0.238 1.919
C -0.797 -1.044 1.099
S 0.536 -1.573 2.018
O 1.223 -0.428 2.574
O 1.296 -2.633 1.387
H -0.413 -3.840 6.335
H 1.123 -2.895 4.597
H -3.795 -2.688 3.890
H -2.889 -3.736 5.978
H -0.640 -0.142 0.524
*
```

=====

Below is C22H16Br3CaCl2F5N3O4Te as an isolated structure, with properties calculated with ωB97M-V with the def2-TZVPD basis set.

Output
relative energy (zero: lowest compared OMol25 entry of this formula, charge and spin) = 11.3 kcal/mol
Kohn-Sham gap = 7.396 eV

ORCA input file:
```
! RIJCOSX wB97M-V def2-TZVPD def2/J DEFGRID3
* xyz -1 1
Ca 0.443 0.094 -0.321
C -2.756 0.183 -2.249
C -3.110 0.184 -0.791
C -4.469 0.289 -0.412
C -4.813 0.289 0.904
C -3.813 0.170 1.895
C -4.049 0.157 3.287
Br -5.824 0.310 3.966
C -3.015 0.037 4.172
C -1.702 -0.081 3.711
Br -0.296 -0.248 4.971
C -1.358 -0.091 2.353
O -0.168 -0.203 1.917
C -2.481 0.058 1.438
N -2.158 0.081 0.110
H -3.279 -0.629 -2.760
H -1.688 0.061 -2.416
H -3.067 1.119 -2.717
H -5.228 0.373 -1.179
H -5.850 0.376 1.203
H -3.210 0.032 5.235
O 4.902 0.212 -0.275
C 3.702 0.328 -0.095
O 2.747 -0.339 -0.634
C 3.250 1.418 0.885
C 4.174 2.037 1.717
C 3.734 3.000 2.604
C 2.384 3.323 2.633
C 1.536 2.665 1.763
N 1.955 1.738 0.902
H 5.209 1.737 1.636
H 4.429 3.493 3.273
H 1.997 4.064 3.319
H 0.473 2.881 1.758
Cl -0.006 4.844 -3.167
C 0.374 3.288 -2.411
Cl -0.789 2.905 -1.112
H 1.364 3.335 -1.977
H 0.315 2.502 -3.154
F 1.802 -1.186 -4.820
Te 2.187 -0.130 -3.303
F 2.779 1.433 -2.399
F 2.395 -1.861 -2.591
F 2.013 1.185 -4.656
F 3.987 -0.295 -3.704
O 0.535 0.036 -2.643
Br 0.776 -7.064 -0.709
C 0.537 -5.190 -0.597
C 0.793 -4.537 0.594
C 0.596 -3.166 0.625
N 0.180 -2.467 -0.430
C -0.043 -3.115 -1.572
C 0.112 -4.485 -1.706
H 1.134 -5.068 1.470
H 0.763 -2.599 1.535
H -0.335 -2.509 -2.422
H -0.073 -4.975 -2.651
*
```

=====

Below is C22H16BrN3O3SSe2Zn as an isolated structure, with properties calculated with ωB97M-V with the def2-TZVPD basis set.

Output
Kohn-Sham gap = 7.946 eV

ORCA input file:
```
! RIJCOSX wB97M-V def2-TZVPD def2/J DEFGRID3
* xyz 0 1
Zn -0.276 0.692 0.679
Se 1.403 -1.019 2.071
Se 3.708 -1.010 2.086
C 4.114 0.399 0.816
C 5.322 1.082 0.911
C 5.568 2.087 -0.007
C 4.627 2.347 -0.992
C 3.477 1.577 -1.020
N 3.222 0.626 -0.126
C 1.124 -2.284 0.629
C 0.744 -3.585 0.933
C 0.404 -4.418 -0.119
C 0.482 -3.928 -1.415
C 0.908 -2.624 -1.606
N 1.210 -1.808 -0.598
H 6.035 0.829 1.684
H 6.486 2.658 0.043
H 4.786 3.117 -1.735
H 2.724 1.713 -1.787
H 0.696 -3.904 1.964
H 0.061 -5.427 0.072
H 0.206 -4.544 -2.260
H 0.970 -2.192 -2.597
O 0.740 2.447 0.873
N 0.040 3.555 0.663
C 0.735 4.682 0.405
C 0.111 5.874 0.167
C -1.287 5.917 0.171
C -1.986 4.765 0.425
C -1.324 3.553 0.691
S -2.160 2.116 1.049
H 1.808 4.562 0.411
H 0.698 6.757 -0.035
H -1.810 6.841 -0.037
H -3.065 4.738 0.429
Br -5.218 -3.251 -3.250
C -4.499 -3.058 -1.501
C -5.028 -3.811 -0.465
C -4.498 -3.675 0.810
C -3.450 -2.798 1.040
C -2.937 -2.045 -0.010
C -3.463 -2.169 -1.291
C -1.830 -1.071 0.234
O -1.354 -0.966 1.403
O -1.395 -0.373 -0.717
H -5.844 -4.494 -0.656
H -4.909 -4.252 1.627
H -3.019 -2.673 2.023
H -3.057 -1.559 -2.086
*
```

=====

Below is C22H16Cl2N5O2S3Ti as an isolated structure, with properties calculated with ωB97M-V with the def2-TZVPD basis set.

Output
relative energy (zero: lowest compared OMol25 entry of this formula, charge and spin) = 9.0 kcal/mol
Kohn-Sham gap (spin up / spin down) = 4.756 / 6.087 eV

ORCA input file:
```
! RIJCOSX wB97M-V def2-TZVPD def2/J DEFGRID3
* xyz -1 3
Ti 0.683 0.377 -0.318
C -1.519 -0.081 3.495
C -1.037 0.015 2.082
N 0.213 0.075 1.739
N 1.132 -0.038 2.745
C 2.312 0.402 2.381
N 3.298 0.326 3.332
S 2.745 1.138 0.883
C -1.960 -0.012 0.967
C -3.354 -0.046 1.113
C -4.148 -0.134 -0.005
C -3.544 -0.184 -1.264
C -2.174 -0.130 -1.342
N -1.390 -0.047 -0.255
H -0.710 0.156 4.178
H -1.869 -1.094 3.719
H -2.350 0.604 3.666
H 3.117 -0.343 4.065
H 4.237 0.340 2.973
H -3.790 -0.007 2.100
H -5.225 -0.161 0.092
H -4.128 -0.254 -2.170
H -1.641 -0.143 -2.284
S 3.708 -0.880 -1.805
C 2.695 -1.969 -1.034
N 1.518 -1.749 -0.444
C 0.955 -2.921 0.043
C -0.272 -3.048 0.689
C -0.700 -4.292 1.123
C 0.076 -5.432 0.928
C 1.299 -5.328 0.286
C 1.729 -4.084 -0.150
S 3.186 -3.658 -0.981
H -0.898 -2.193 0.854
H -1.658 -4.369 1.622
H -0.274 -6.397 1.272
H 1.914 -6.204 0.122
Cl 0.870 6.397 -4.511
C 0.657 5.138 -3.312
C 0.247 5.504 -2.035
C 0.080 4.502 -1.087
Cl -0.454 4.942 0.505
C 0.316 3.151 -1.368
O 0.117 2.239 -0.454
C 0.735 2.803 -2.690
C 0.962 1.462 -3.059
O 0.878 0.462 -2.233
C 0.897 3.830 -3.651
H 0.061 6.537 -1.782
H 1.239 1.218 -4.084
H 1.215 3.581 -4.655
*
```

=====

Energy: -393067.199; -223294.663; -69112.060; -69113.304; -71821.783; -33017.630; -193013.749; -310235.144; -293675.568; -115291.305 (eV)